(1)
The following is a DFT calculation (the ωB97M-V functional and the def2-TZVPD basis) of a molecular structure, C21H25BN3O6S6V in a non-equilibrium geometry.

## Properties
Expectation value of S²: 0.802
E_HOMO (alpha / beta) in eV: -11.50 / -11.49
2S+1: 2
Total charge: +1
Gap between HOMO and LUMO (alpha / beta) in Ha: 0.2502 / 0.2736
Lowest unoccupied orbital energy (alpha / beta) in eV: -4.7 / -4.0

Geometry (Å):
V: 0.659 3.046 1.276
S: -2.970 7.866 1.748
C: -1.791 6.768 1.737
S: -1.246 5.920 3.174
C: 0.122 5.113 2.457
C: 0.363 5.380 1.123
S: 1.636 4.652 0.165
S: -0.774 6.458 0.343
S: 0.925 3.838 3.318
C: 3.481 -5.040 1.861
C: 4.375 -3.826 2.151
C: 5.000 -3.970 3.545
C: 5.501 -3.798 1.117
C: 3.526 -2.555 2.110
C: 2.448 -2.426 2.998
C: 1.627 -1.306 3.039
C: 1.931 -0.309 2.145
O: 1.300 0.928 1.941
B: 2.047 1.524 0.913
O: 3.062 0.741 0.476
C: 2.983 -0.411 1.262
C: 3.799 -1.518 1.217
H: 4.078 -5.953 1.884
H: 3.021 -4.960 0.874
H: 2.685 -5.145 2.598
H: 5.611 -4.873 3.586
H: 4.242 -4.047 4.325
H: 5.639 -3.116 3.776
H: 6.074 -4.722 1.185
H: 6.192 -2.971 1.292
H: 5.116 -3.724 0.098
H: 2.241 -3.230 3.691
H: 0.805 -1.226 3.736
H: 4.617 -1.560 0.513
C: -4.261 -0.287 -6.456
C: -3.431 -0.003 -5.210
S: -4.171 -0.814 -3.809
O: -5.462 -0.223 -3.572
O: -4.020 -2.230 -3.973
C: -3.136 -0.349 -2.418
C: -3.498 1.025 -1.882
N: -2.693 1.358 -0.691
C: -1.528 2.026 -0.695
N: -1.075 2.170 0.556
C: -1.979 1.569 1.395
C: -2.973 1.065 0.632
N: -4.106 0.305 1.105
O: -4.754 -0.309 0.282
O: -4.213 0.229 2.307
C: -0.811 2.520 -1.899
H: -3.809 0.209 -7.313
H: -5.277 0.085 -6.336
H: -4.300 -1.356 -6.656
H: -3.398 1.065 -4.984
H: -2.416 -0.394 -5.297
H: -2.092 -0.427 -2.727
H: -3.342 -1.120 -1.674
H: -4.546 1.054 -1.607
H: -3.326 1.812 -2.612
H: -1.868 1.520 2.465
H: -1.411 2.433 -2.799
H: 0.108 1.949 -2.043
H: -0.536 3.566 -1.766


(2)
The following is a DFT calculation (the ωB97M-V functional and the def2-TZVPD basis) of 2 unconnected molecules or ions with the total composition C4H8NO2 in a non-equilibrium geometry.

## Properties
E_HOMO in eV: -4.23
2S+1: 1
Total charge: -1
Gap between HOMO and LUMO in Ha: 0.3174
Lowest unoccupied orbital energy in eV: 4.4

Geometry (Å):
O: 0.138 0.284 -2.025
C: -0.705 -0.657 -2.161
O: -1.459 -1.128 -1.264
H: -0.791 -1.116 -3.177
C: 1.041 -0.909 0.970
C: 0.967 0.615 0.850
C: -1.296 1.166 0.601
N: -0.297 1.102 1.411
H: 1.976 -1.301 0.651
H: 0.874 -1.184 2.017
H: 0.248 -1.342 0.344
H: 1.033 0.921 -0.207
H: 1.762 1.111 1.449
H: -1.217 0.944 -0.497
H: -2.274 1.493 1.040


In the order shown, the computed ΔE to the lowest compared entry with this formula, charge and spin values come out to 0.0; 31.6 kcal/mol.
In the order shown, the computed calculated total energy values come out to -130306.410; -9863.418 eV.